Entry i
The following is a DFT calculation (ωB97M-V/def2-TZVPD) of a 5-piece molecular cluster, C3H16O4S overall.

Structure (XYZ):
```
24
Properties=species:S:1:pos:R:3:lowdin_charge:R:1
C 1.175 2.367 -0.897 -0.1445
C 0.851 0.824 -0.807 -0.5046
S -0.241 0.219 -2.154 0.8378
C -1.775 0.102 -1.354 -0.5055
H 1.889 2.631 -0.168 0.0381
H 1.646 2.719 -1.861 0.0823
H 0.238 2.991 -0.771 0.0743
H 1.744 0.303 -1.047 0.0409
H 0.513 0.456 0.119 0.0273
H -2.534 0.833 -1.335 0.0215
H -1.709 -0.228 -0.321 0.0186
H -2.482 -0.478 -1.948 0.0477
O 0.059 -0.754 2.876 -0.0382
H -0.762 -0.403 2.524 0.0235
H 0.351 -0.355 3.673 0.0279
O -1.085 -2.497 0.171 -0.0322
H -0.499 -2.033 -0.399 -0.0161
H -0.662 -3.337 0.238 0.0316
O -1.371 1.577 1.546 -0.0101
H -0.783 2.165 1.952 0.0239
H -1.425 1.873 0.652 0.0074
O 2.642 -1.688 1.367 -0.0979
H 1.751 -1.375 1.754 0.0352
H 3.105 -2.124 2.073 0.0111
```

Computed properties:
Structure (SMILES): CCSC.O.O.O.O
E_HOMO in eV: -8.514



Entry ii
The following is a DFT calculation (ωB97M-V/def2-TZVPD) of a 5-piece molecular cluster, C3H16O4S overall.

Structure (XYZ):
```
24
Properties=species:S:1:pos:R:3:lowdin_charge:R:1
C 1.361 -0.569 1.928 -0.1142
C -0.056 -0.481 1.347 -0.3354
C -0.750 0.804 1.774 -0.5880
S -2.571 0.769 1.663 0.6981
H 1.990 -1.261 1.372 0.0635
H 1.864 0.398 1.821 0.0721
H 1.380 -0.876 2.976 0.0699
H -0.619 -1.328 1.707 0.0933
H 0.063 -0.575 0.271 0.0533
H -0.530 0.925 2.835 0.0603
H -0.363 1.682 1.265 0.0617
H -2.719 1.767 0.784 -0.1683
O -0.176 1.356 -1.401 -0.0570
H -0.481 2.265 -1.282 0.0673
H -1.019 0.880 -1.307 0.0201
O -2.166 -0.523 -2.243 -0.0689
H -2.878 -1.021 -2.654 0.0464
H -1.469 -1.165 -2.032 0.0016
O 0.293 -1.792 -1.694 -0.0449
H 1.112 -1.299 -1.844 0.0409
H 0.543 -2.654 -1.348 0.0645
O 2.465 0.529 -1.210 -0.0653
H 3.121 1.204 -1.400 0.0387
H 1.605 0.965 -1.328 -0.0097
```

Computed properties:
Structure (SMILES): CCCS.O.O.O.O
E_HOMO in eV: -8.818



Verdict on stability: entry i comes out at the bottom.



Entry i
The following is a DFT calculation (ωB97M-V/def2-TZVPD) of C3H7N4S as an isolated structure.

Structure (XYZ):
```
15
Properties=species:S:1:pos:R:3:lowdin_charge:R:1
C 0.228 -1.895 0.697 -0.5730
C -0.186 0.325 1.616 -0.1957
C 0.010 1.030 -0.755 -0.3176
N 0.163 -0.880 1.663 0.0940
N 1.325 -2.193 -0.054 -0.2305
N -0.326 1.184 0.588 0.0594
N -0.851 1.486 -1.668 0.1244
S 0.187 -1.382 -1.074 0.9880
H -0.485 -2.832 0.856 0.1781
H -0.112 0.886 2.552 0.1519
H 1.091 1.227 -0.971 0.1582
H 2.258 -1.724 -0.013 0.1264
H -1.006 1.827 0.833 0.1292
H -0.383 1.493 -2.574 0.1272
H -1.914 1.447 -1.694 0.1800
```

Computed properties:
Total charge: +1
E_HOMO in eV: -13.238



Entry ii
The following is a DFT calculation (ωB97M-V/def2-TZVPD) of C3H7N4S as an isolated structure.

Structure (XYZ):
```
15
Properties=species:S:1:pos:R:3:lowdin_charge:R:1
C -0.325 1.017 1.683 -0.4098
C -1.404 -0.772 0.680 -0.1240
C 0.389 -0.336 -0.889 -0.4780
N -1.293 0.203 1.448 0.1189
N 0.187 2.025 0.837 -0.3104
N -0.375 -1.265 -0.161 0.0366
N 1.291 -0.656 -1.813 0.0500
S 1.420 0.881 0.632 0.9957
H -0.045 1.255 2.719 0.1456
H -2.324 -1.301 0.798 0.1416
H -0.449 0.758 -1.267 0.2259
H -0.321 2.194 -0.109 0.1128
H -0.327 -2.321 -0.275 0.1952
H 1.541 -0.262 -2.711 0.1231
H 2.035 -1.422 -1.572 0.1767
```

Computed properties:
Total charge: +1
E_HOMO in eV: -13.357



Verdict on stability: entry ii comes out at the bottom.



Entry i
The following is a DFT calculation (ωB97M-V/def2-TZVPD) of a 2-piece molecular cluster, C10H12N3 overall.

Structure (XYZ):
```
25
Properties=species:S:1:pos:R:3:lowdin_charge:R:1
C 0.405 0.962 -0.618 0.1092
C 1.428 3.079 -0.179 -0.1328
C 0.190 2.459 -0.587 -0.2989
C -0.909 2.574 0.384 -0.0526
C 3.050 3.062 -3.578 -0.0246
C -0.679 -0.930 0.638 -0.2118
C 2.593 3.295 -0.011 0.1362
C -0.487 0.437 0.317 -0.2228
C 0.024 -2.042 -0.049 0.0247
C -1.889 -2.487 1.907 -0.0267
N 2.762 2.324 -2.756 0.0804
N -1.509 -1.156 1.554 0.0588
N -1.224 1.442 0.920 0.1189
H 0.049 2.856 -1.651 0.1921
H -1.180 3.519 0.907 0.1536
H 3.435 3.547 -4.432 0.0580
H 3.536 3.718 0.216 0.0452
H 1.015 0.316 -1.348 0.1554
H 0.439 -1.788 -0.941 0.0512
H -0.517 -2.968 -0.111 0.0830
H 0.841 -2.559 0.538 0.1490
H -2.830 -2.692 1.379 0.1194
H -2.059 -2.518 3.009 0.1182
H -1.063 -3.242 1.682 0.1135
H -2.078 -0.370 1.990 0.2032
```

Computed properties:
Total charge: +1
E_HOMO in eV: -12.778



Entry ii
The following is a DFT calculation (ωB97M-V/def2-TZVPD) of a 2-piece molecular cluster, C10H12N3 overall.

Structure (XYZ):
```
25
Properties=species:S:1:pos:R:3:lowdin_charge:R:1
C 1.705 1.652 -3.958 -0.0333
C 1.378 2.995 -3.750 0.0258
C 1.106 0.642 -3.271 -0.0015
C 0.477 3.266 -2.666 -0.0758
C 0.210 1.001 -2.329 -0.2927
C -1.959 -1.621 -0.431 -0.1640
C -0.487 0.067 -1.598 0.1706
C -3.169 -1.164 -0.056 0.1244
C 0.278 -0.603 2.197 -0.2509
C 0.907 -0.599 3.562 -0.0624
N -0.030 2.269 -1.995 0.1081
N -1.148 -0.714 -1.038 0.2043
N 0.299 -1.561 1.307 0.0660
H 2.498 1.507 -4.738 0.1441
H 1.700 3.752 -4.410 0.1028
H 1.110 -0.397 -3.591 0.1425
H 0.062 4.202 -2.215 0.1407
H -1.562 -2.609 -0.308 0.1194
H -3.410 -0.100 -0.005 0.0966
H -3.823 -1.915 0.275 0.0626
H -0.163 0.328 2.087 0.0756
H 0.143 -0.300 4.262 0.0858
H 1.433 0.310 3.677 0.0685
H 1.488 -1.438 3.795 0.0644
H 0.881 -2.341 1.725 0.0784
```

Computed properties:
Total charge: +1
E_HOMO in eV: -13.340



Verdict on stability: entry i comes out at the bottom.



Entry i
The following is a DFT calculation (ωB97M-V/def2-TZVPD) of a 2-piece molecular cluster, C4H12NOS overall.

Structure (XYZ):
```
19
Properties=species:S:1:pos:R:3:lowdin_charge:R:1
C 2.543 1.425 -0.106 -0.1247
N 1.425 0.641 -0.618 -0.1187
C 0.289 0.480 0.288 -0.4770
C 0.347 -0.985 0.828 -0.5199
S -1.264 -1.756 1.201 0.7551
C -1.015 0.902 -0.348 -0.0954
H 2.907 1.087 0.850 0.0712
H 3.370 1.364 -0.814 0.0764
H 2.242 2.478 -0.005 0.0787
H 1.195 0.958 -1.547 0.1015
H 0.542 1.045 1.193 0.1262
H 0.878 -1.584 0.094 0.0707
H 0.890 -1.104 1.761 0.0600
H -0.932 1.753 -1.022 0.0772
H -1.741 1.104 0.440 0.0709
H -1.393 0.124 -1.007 0.0679
H -2.844 -2.620 0.105 -0.1694
H -3.907 -2.289 -0.896 0.0348
O -3.531 -3.023 -0.398 -0.0854
```

Computed properties:
<S²>: 0.753
Multiplicity: 2
E_HOMO (alpha / beta) in eV: -8.790 / -8.708



Entry ii
The following is a DFT calculation (ωB97M-V/def2-TZVPD) of a 2-piece molecular cluster, C4H12NOS overall.

Structure (XYZ):
```
19
Properties=species:S:1:pos:R:3:lowdin_charge:R:1
C 0.260 -1.406 -1.934 -0.1902
C -0.924 -1.220 -0.988 -0.5637
S -1.712 0.403 -1.249 0.7710
C -0.969 1.420 0.080 -0.4033
H 0.834 -2.323 -1.788 0.0674
H 0.942 -0.559 -1.890 0.0584
H -0.128 -1.453 -2.958 0.0645
H -0.584 -1.281 0.052 0.0387
H -1.705 -1.946 -1.206 0.0582
H -1.462 1.188 1.023 0.0319
H 0.091 1.238 0.113 -0.0044
H -1.193 2.452 -0.176 0.0254
N 1.985 1.205 1.980 0.0212
C 1.514 -0.179 2.125 -0.4117
O 1.151 -0.742 0.978 0.0052
H 2.577 1.231 1.159 0.0728
H 2.545 1.472 2.780 0.0663
H 2.322 -0.760 2.635 0.1485
H 0.695 -0.244 2.864 0.1439
```

Computed properties:
<S²>: 0.755
Multiplicity: 2
E_HOMO (alpha / beta) in eV: -8.049 / -8.048



Verdict on stability: entry ii comes out at the bottom.



Entry i
The following is a DFT calculation (ωB97M-V/def2-TZVPD) of an isolated molecule of C2HNO2S.

Structure (XYZ):
```
7
Properties=species:S:1:pos:R:3:lowdin_charge:R:1
N 0.327 -3.320 -2.070 0.1065
C 0.444 -2.740 -1.077 -0.5688
S 0.814 -1.943 0.408 0.9913
O -0.660 -1.125 0.862 -0.3692
C -0.651 0.235 0.849 -0.4513
O -1.648 0.754 1.119 0.1505
H 0.286 0.590 0.298 0.1410
```

Computed properties:
Structure (SMILES): N#CSOC=O
E_HOMO in eV: -10.819



Entry ii
The following is a DFT calculation (ωB97M-V/def2-TZVPD) of an isolated molecule of C2HNO2S.

Structure (XYZ):
```
7
Properties=species:S:1:pos:R:3:lowdin_charge:R:1
S 1.087 1.429 0.654 0.8080
C 0.169 0.267 0.116 -0.8435
O -0.715 -0.458 0.883 0.0322
C -1.133 -1.401 -0.015 -0.1598
N -0.747 -1.212 -1.187 0.0528
O 0.165 -0.249 -1.262 -0.0183
H -1.980 -1.928 0.279 0.1285
```

Computed properties:
Structure (SMILES): S=c1ocno1
E_HOMO in eV: -9.649



Entry iii
The following is a DFT calculation (ωB97M-V/def2-TZVPD) of a 2-piece molecular cluster, C2HNO2S overall.

Structure (XYZ):
```
7
Properties=species:S:1:pos:R:3:lowdin_charge:R:1
C 0.546 -0.878 -1.325 0.0411
C 0.882 1.461 -2.970 -0.9324
N 0.689 -1.133 -0.195 -0.1407
O 1.674 0.982 -3.667 0.0936
O 0.679 -1.304 1.107 0.0381
S -0.156 2.074 -2.008 0.7682
H 1.362 -0.985 1.699 0.1322
```

Computed properties:
E_HOMO in eV: -10.186



Verdict on stability: entry iii comes out at the bottom.



Entry i
The following is a DFT calculation (ωB97M-V/def2-TZVPD) of C25H41BN9O2PtS as an isolated structure.

Structure (XYZ):
```
80
Properties=species:S:1:pos:R:3:lowdin_charge:R:1
Pt -0.372 0.432 -0.270 1.4575
C 0.294 3.888 -0.223 -0.0100
C -0.163 3.207 1.018 -0.2923
C -0.432 3.751 2.272 0.0317
C -0.859 2.695 3.055 0.0035
N -0.833 1.576 2.320 0.0455
N -0.407 1.893 1.078 -0.0944
B -1.372 0.151 2.688 -0.6313
N -2.455 -0.229 1.613 0.0504
C -3.638 -0.844 1.724 -0.0175
C -4.228 -0.922 0.476 0.0281
C -3.323 -0.328 -0.401 -0.3133
C -3.458 -0.072 -1.864 -0.0071
N -2.262 0.084 0.308 -0.0853
N -0.195 -0.837 2.502 0.0361
C 0.432 -1.682 3.330 -0.0106
C 1.391 -2.368 2.611 0.0200
C 1.309 -1.881 1.307 -0.3014
C 2.171 -2.242 0.145 -0.0115
N 0.317 -0.984 1.255 -0.0056
N -1.933 0.183 4.068 -0.0178
C -3.166 0.542 4.528 -0.0734
C -3.070 0.728 5.878 0.0017
C -1.710 0.482 6.187 -0.3337
C -1.038 0.565 7.517 -0.0197
N -1.034 0.171 5.097 0.1159
H -0.054 4.919 -0.227 0.0988
H -0.103 3.394 -1.108 0.0567
H 1.384 3.900 -0.282 0.0918
H -0.328 4.780 2.564 0.1246
H -1.172 2.660 4.086 0.1379
H -3.988 -1.195 2.680 0.1364
H -5.193 -1.332 0.236 0.1255
H -4.236 0.671 -2.034 0.1022
H -3.753 -0.978 -2.393 0.0932
H -2.531 0.303 -2.296 0.0578
H 0.168 -1.708 4.373 0.1229
H 2.078 -3.107 2.984 0.1220
H 2.373 -3.312 0.147 0.0988
H 3.130 -1.726 0.219 0.0844
H 1.723 -1.965 -0.807 0.0446
H -4.011 0.674 3.875 0.1174
H -3.862 0.990 6.558 0.1139
H -1.756 0.414 8.321 0.0837
H -0.580 1.545 7.658 0.0846
H -0.255 -0.186 7.600 0.0806
C -0.744 -2.711 -3.821 0.0175
N -1.119 -3.026 -2.441 -0.1307
C -1.708 -4.336 -2.157 0.0093
C -0.924 -2.153 -1.495 -0.2792
O -0.394 -1.023 -1.727 -0.2175
H -0.830 -3.615 -4.416 0.1065
H 0.281 -2.348 -3.854 0.0925
H -1.407 -1.947 -4.225 0.1045
H -0.969 -5.118 -2.327 0.1093
H -2.559 -4.497 -2.816 0.1079
H -2.044 -4.372 -1.123 0.0998
H -1.214 -2.436 -0.482 0.1534
C 5.187 -0.455 -1.791 -0.0983
C 4.927 0.839 -2.548 -0.2798
C 3.745 1.630 -1.998 -0.2988
S 2.181 0.740 -2.218 1.0244
O 1.570 0.841 -0.787 -0.6628
C 1.268 1.895 -3.258 -0.3453
C 1.667 1.729 -4.724 -0.2693
C 1.251 0.392 -5.326 -0.0989
H 6.017 -1.001 -2.237 0.0877
H 4.317 -1.116 -1.811 0.0507
H 5.441 -0.254 -0.749 0.0881
H 4.778 0.641 -3.613 0.1099
H 5.797 1.495 -2.482 0.1256
H 3.640 2.604 -2.476 0.1024
H 3.807 1.770 -0.917 0.1090
H 1.454 2.902 -2.887 0.0921
H 0.214 1.644 -3.101 0.0845
H 2.744 1.880 -4.833 0.1113
H 1.197 2.549 -5.270 0.1257
H 1.785 -0.444 -4.872 0.0614
H 1.463 0.374 -6.394 0.0884
H 0.179 0.226 -5.198 0.0755
```

Computed properties:
<S²>: 0.754
Multiplicity: 2
Total charge: +2
E_HOMO (alpha / beta) in eV: -13.649 / -13.648



Entry ii
The following is a DFT calculation (ωB97M-V/def2-TZVPD) of C25H41BN9O2PtS as an isolated structure.

Structure (XYZ):
```
80
Properties=species:S:1:pos:R:3:lowdin_charge:R:1
Pt -0.668 0.135 -0.199 1.4790
C 0.033 0.614 3.136 -0.0062
C 0.509 -0.649 2.499 -0.3000
C 1.182 -1.736 3.060 0.0275
C 1.264 -2.688 2.060 -0.0052
N 0.694 -2.195 0.955 0.0416
N 0.248 -0.958 1.219 -0.0826
B 0.232 -2.916 -0.348 -0.6314
N -1.335 -2.740 -0.386 0.0693
C -2.366 -3.590 -0.475 -0.0095
C -3.556 -2.896 -0.432 0.0304
C -3.204 -1.556 -0.315 -0.2864
C -4.071 -0.351 -0.222 -0.0146
N -1.866 -1.480 -0.289 -0.0780
N 0.749 -2.148 -1.587 0.0252
C 1.326 -2.579 -2.719 -0.0094
C 1.330 -1.540 -3.629 0.0260
C 0.706 -0.467 -2.985 -0.3053
C 0.389 0.902 -3.481 -0.0043
N 0.380 -0.869 -1.751 -0.0614
N 0.801 -4.296 -0.337 -0.0175
C 0.302 -5.556 -0.217 -0.0520
C 1.355 -6.425 -0.220 0.0016
C 2.505 -5.610 -0.342 -0.3374
C 3.933 -6.044 -0.386 -0.0205
N 2.168 -4.334 -0.407 0.1098
H 0.823 1.080 3.725 0.0958
H -0.794 0.395 3.811 0.1031
H -0.318 1.328 2.390 0.0450
H 1.542 -1.820 4.071 0.1240
H 1.681 -3.681 2.071 0.1389
H -2.208 -4.647 -0.586 0.1186
H -4.549 -3.305 -0.483 0.1268
H -5.112 -0.647 -0.125 0.0980
H -3.963 0.268 -1.112 0.0819
H -3.796 0.254 0.643 0.0716
H 1.693 -3.586 -2.807 0.1347
H 1.712 -1.561 -4.635 0.1223
H 0.010 0.852 -4.500 0.0988
H 1.275 1.538 -3.485 0.0958
H -0.374 1.366 -2.855 0.0437
H -0.747 -5.763 -0.115 0.1025
H 1.319 -7.498 -0.144 0.1139
H 4.006 -7.128 -0.357 0.0825
H 4.487 -5.636 0.460 0.0808
H 4.419 -5.685 -1.293 0.0818
C 3.240 0.025 -0.194 0.0265
N 2.889 1.044 0.795 -0.1230
C 3.901 1.308 1.817 0.0082
C 1.780 1.726 0.773 -0.2740
O 0.823 1.616 -0.054 -0.2225
H 4.187 0.304 -0.655 0.1160
H 2.471 -0.020 -0.953 0.0681
H 3.346 -0.946 0.291 0.1087
H 4.771 1.783 1.365 0.1107
H 4.207 0.363 2.261 0.1074
H 3.499 1.957 2.591 0.0994
H 1.716 2.497 1.546 0.1548
C -3.721 3.347 2.339 -0.0987
C -3.651 4.447 1.285 -0.2766
C -3.303 3.915 -0.104 -0.2995
S -1.658 3.158 -0.119 1.0085
O -1.960 1.731 -0.696 -0.6736
C -0.891 4.039 -1.486 -0.3341
C -0.417 5.427 -1.054 -0.2652
C 0.699 5.386 -0.013 -0.0989
H -3.992 3.761 3.309 0.0866
H -2.760 2.839 2.456 0.0508
H -4.472 2.601 2.072 0.0805
H -2.926 5.210 1.577 0.1118
H -4.617 4.948 1.210 0.1246
H -3.305 4.700 -0.859 0.1005
H -3.977 3.113 -0.411 0.1053
H -1.619 4.072 -2.297 0.1115
H -0.048 3.410 -1.775 0.0756
H -1.260 6.018 -0.687 0.1104
H -0.060 5.931 -1.952 0.1250
H 0.348 5.001 0.947 0.0639
H 1.098 6.384 0.159 0.0868
H 1.518 4.751 -0.358 0.0751
```

Computed properties:
<S²>: 0.753
Multiplicity: 2
Total charge: +2
E_HOMO (alpha / beta) in eV: -13.765 / -13.764



Verdict on stability: entry ii comes out at the bottom.